Entry 1:
{
  "formula": "C16H31Cl3O15",
  "method": "ωB97M-V/def2-TZVPD",
  "e_tot_ha": -3137.3288,
  "relative_energy_kcal_mol": 71.8,
  "homo_energy_ev": -10.669,
  "smiles": "COC(=O)OC.COC(=O)OC.COC(=O)OC.COC(=O)OC.COC(=O)OC.ClC(Cl)Cl",
  "gap_ev": 10.751,
  "spin_multiplicity": 1,
  "species": ["C", "O", "C", "O", "O", "C", "H", "H", "H", "H", "H", "H", "C", "O", "C", "O", "O", "C", "H", "H", "H", "H", "H", "H", "C", "O", "C", "O", "O", "C", "H", "H", "H", "H", "H", "H", "C", "O", "C", "O", "O", "C", "H", "H", "H", "H", "H", "H", "C", "O", "C", "O", "O", "C", "H", "H", "H", "H", "H", "H", "C", "Cl", "Cl", "Cl", "H"],
  "coordinates": [[-7.708, 4.379, -7.441], [-6.733, 3.484, -7.868], [-6.549, 2.250, -7.524], [-7.316, 1.567, -6.818], [-5.334, 1.907, -8.008], [-4.880, 0.520, -7.634], [-7.299, 4.969, -6.621], [-8.603, 3.824, -7.160], [-7.941, 4.972, -8.326], [-5.410, -0.214, -8.240], [-5.169, 0.506, -6.583], [-3.820, 0.282, -7.547], [0.321, -8.293, 3.155], [1.453, -7.688, 2.479], [2.610, -8.424, 2.454], [2.746, -9.574, 2.822], [3.528, -7.695, 1.909], [4.825, -8.100, 1.756], [-0.283, -7.589, 3.726], [0.479, -9.153, 3.807], [-0.354, -8.615, 2.362], [4.984, -8.310, 0.698], [5.113, -8.829, 2.513], [5.441, -7.234, 1.999], [-3.810, 1.810, 6.248], [-4.876, 1.111, 5.547], [-5.896, 0.473, 6.235], [-5.909, 0.226, 7.422], [-6.827, 0.079, 5.433], [-6.997, 0.598, 4.099], [-4.195, 2.198, 7.191], [-3.383, 2.642, 5.688], [-3.032, 1.071, 6.436], [-6.661, 1.633, 4.031], [-8.051, 0.552, 3.825], [-6.496, -0.013, 3.348], [8.334, 1.038, -0.470], [7.533, -0.136, -0.233], [6.569, -0.450, -1.062], [6.503, -0.038, -2.169], [5.676, -1.210, -0.460], [4.637, -1.770, -1.257], [7.749, 1.955, -0.403], [8.766, 1.063, -1.470], [8.943, 1.063, 0.433], [3.772, -2.039, -0.651], [4.983, -2.713, -1.681], [4.230, -1.109, -2.023], [4.262, 8.237, -1.055], [4.707, 7.147, -0.137], [3.802, 6.412, 0.625], [2.591, 6.639, 0.670], [4.381, 5.345, 1.159], [3.605, 4.388, 1.806], [3.265, 8.601, -0.807], [4.032, 7.817, -2.034], [5.003, 9.015, -1.238], [2.591, 4.210, 1.448], [3.371, 4.766, 2.801], [4.141, 3.439, 1.822], [-2.304, -2.656, 0.206], [-3.649, -3.289, 1.144], [-1.551, -1.105, 0.867], [-2.378, -2.526, -1.583], [-1.536, -3.417, 0.338]],
  "forces_ev_per_a": [[-1.102, -0.415, 0.120], [1.603, 0.757, -1.537], [-1.106, -2.104, 2.375], [1.896, 1.343, -1.809], [0.749, -1.627, -0.056], [-1.584, 1.015, 1.363], [-0.252, 0.087, -0.061], [-0.058, 0.185, 0.324], [0.041, 0.271, 0.307], [0.048, 0.153, 0.171], [-0.461, -0.816, -0.099], [0.227, 1.150, -1.098], [-0.981, -0.337, -0.798], [0.585, -0.820, 1.153], [-1.439, -1.626, 0.550], [-0.328, 1.018, -0.017], [-1.565, 2.240, -0.300], [1.934, 0.156, 0.309], [0.725, 0.610, -0.050], [0.868, 0.131, -0.250], [0.038, -0.236, -0.061], [0.268, -0.701, 0.253], [-0.127, -0.615, -0.620], [0.020, 0.187, -0.173], [-0.560, -0.990, 0.798], [-0.524, 0.471, 0.011], [2.454, 0.681, 1.467], [0.272, 0.547, -1.126], [-1.697, -0.434, -1.453], [0.053, 0.194, -0.314], [0.068, -0.130, 0.037], [-0.528, -0.280, -0.525], [0.066, 0.173, 0.163], [0.055, -0.178, 0.044], [-0.064, -0.036, 0.571], [0.411, -0.022, 0.319], [-0.806, 0.175, 0.315], [0.586, 0.024, 1.447], [-0.065, 0.600, 0.197], [-0.355, 0.508, -2.218], [-0.560, -0.604, 0.794], [-0.599, -0.575, -0.379], [-0.564, -0.141, -0.057], [0.523, -0.433, 0.377], [0.711, -0.112, -0.703], [0.387, 0.234, 0.607], [0.130, 0.178, -0.309], [0.603, 0.153, -0.067], [-1.385, -1.493, -0.007], [-0.411, -0.089, 0.586], [-2.345, 1.286, -2.074], [2.347, -0.151, 0.157], [1.390, 1.115, -1.303], [-1.469, -0.424, 1.478], [0.355, 0.353, 0.826], [0.507, -0.573, -0.061], [0.162, -0.333, 0.919], [0.219, 0.257, -0.995], [0.471, -0.301, 0.399], [0.164, 0.345, 0.075], [2.010, -0.015, 0.049], [-0.166, 0.699, -0.635], [-0.977, -1.116, -0.328], [-0.810, 0.033, 0.802], [-0.055, 0.398, 0.120]],
  "lowdin_charge": [-0.0354, -0.0019, -0.5938, 0.0760, -0.0118, 0.0065, 0.1028, 0.0971, 0.0987, 0.0939, 0.0820, 0.0860, -0.0445, -0.0051, -0.5910, 0.1132, 0.0135, -0.0588, 0.0859, 0.0915, 0.0884, 0.1063, 0.1045, 0.0960, -0.0240, -0.0585, -0.6028, 0.1246, 0.0280, -0.0191, 0.0911, 0.0878, 0.0920, 0.0956, 0.0925, 0.0933, -0.0198, 0.0030, -0.6740, 0.1439, 0.0193, -0.0414, 0.0918, 0.0969, 0.0975, 0.0899, 0.0975, 0.0955, -0.0134, -0.0320, -0.5295, 0.0885, 0.0062, -0.0666, 0.0825, 0.0829, 0.0882, 0.0952, 0.0988, 0.0993, -1.4917, 0.5486, 0.4490, 0.5026, -0.0092]
}

Entry 2:
{
  "formula": "C2H7N2S3",
  "method": "ωB97M-V/def2-TZVPD",
  "e_tot_ha": -1384.1365,
  "total_charge": 1,
  "relative_energy_kcal_mol": 31.7,
  "homo_energy_ev": -13.164,
  "gap_ev": 7.642,
  "spin_multiplicity": 1,
  "species": ["C", "C", "N", "N", "S", "S", "S", "H", "H", "H", "H", "H", "H", "H"],
  "coordinates": [[0.941, -0.681, -0.312], [-1.750, 0.367, 0.721], [0.458, -0.746, 1.067], [-0.222, -0.328, -1.100], [-0.357, 0.497, 1.664], [2.247, 0.687, -0.345], [-2.468, 1.713, 0.020], [1.413, -1.664, -0.628], [-2.172, -0.561, 0.417], [0.637, -1.509, 1.693], [0.069, 0.635, -1.503], [-0.520, -0.948, -1.880], [3.238, -0.024, -0.257], [-1.514, 2.561, 0.442]],
  "forces_ev_per_a": [[0.831, -0.838, 0.061], [0.122, 1.078, -1.136], [0.368, -1.709, 0.747], [1.152, 2.525, -1.909], [-0.223, 0.842, 0.462], [-3.995, 1.983, -0.846], [-0.427, 0.086, 0.583], [-0.619, 1.185, 0.693], [-0.207, -0.796, 0.152], [0.332, -0.321, -0.169], [-1.315, -2.102, 0.226], [0.774, 0.446, 0.826], [3.306, -2.602, 0.312], [-0.099, 0.224, -0.002]],
  "lowdin_charge": [-0.6849, -0.7767, -0.4384, -0.0358, 0.9722, 0.8088, 0.9207, 0.1469, 0.0463, 0.1046, 0.1014, 0.1291, -0.2185, -0.0756]
}

Entry 3:
{
  "formula": "C11H35N12O10",
  "method": "ωB97M-V/def2-TZVPD",
  "e_tot_ha": -1849.7575,
  "total_charge": -1,
  "relative_energy_kcal_mol": 0.0,
  "homo_energy_ev": -6.742,
  "gap_ev": 9.153,
  "spin_multiplicity": 1,
  "species": ["N", "O", "O", "O", "C", "O", "N", "N", "H", "H", "H", "H", "C", "O", "N", "N", "H", "H", "H", "H", "C", "O", "N", "N", "H", "H", "H", "H", "C", "O", "N", "N", "H", "H", "H", "H", "C", "O", "N", "N", "H", "H", "H", "H", "C", "O", "C", "C", "N", "C", "C", "O", "C", "H", "H", "H", "H", "H", "H", "H", "H", "H", "H", "H", "H", "H", "H", "H"],
  "coordinates": [[-0.484, -0.576, 2.346], [0.729, -0.536, 2.628], [-1.036, 0.439, 1.840], [-1.158, -1.575, 2.622], [3.101, -1.509, -0.993], [4.037, -1.857, -0.298], [3.048, -1.751, -2.353], [2.015, -0.818, -0.525], [2.370, -1.276, -2.920], [3.833, -2.213, -2.767], [1.868, -0.762, 0.472], [1.197, -0.694, -1.095], [2.631, -2.491, 5.163], [3.330, -3.011, 6.024], [2.170, -1.200, 5.226], [2.229, -3.165, 4.035], [2.509, -0.579, 5.936], [1.822, -0.825, 4.357], [1.527, -2.841, 3.388], [2.257, -4.165, 4.138], [-4.325, 0.812, -0.489], [-4.679, -0.328, -0.727], [-3.198, 1.155, 0.213], [-5.126, 1.892, -0.828], [-2.793, 2.054, 0.010], [-2.583, 0.452, 0.604], [-4.816, 2.841, -0.740], [-6.031, 1.687, -1.201], [-2.302, 3.864, 3.055], [-1.777, 4.318, 2.038], [-2.464, 2.527, 3.260], [-2.713, 4.690, 4.078], [-2.966, 2.169, 4.047], [-1.995, 1.952, 2.584], [-3.148, 4.326, 4.905], [-2.499, 5.667, 4.049], [0.067, 0.477, 5.796], [0.551, 0.655, 6.908], [0.153, 1.424, 4.814], [-0.712, -0.614, 5.475], [0.731, 2.232, 4.947], [-0.105, 1.218, 3.862], [-0.871, -1.338, 6.148], [-0.660, -0.925, 4.513], [0.042, 1.806, -1.393], [0.511, 0.964, -2.426], [0.396, 1.588, -3.687], [1.295, 0.863, -4.679], [0.673, -0.336, -5.206], [1.615, -1.178, -5.935], [1.012, -2.420, -6.554], [0.908, -3.585, -5.758], [0.113, -3.549, -4.578], [0.563, 2.770, -1.421], [0.195, 1.370, -0.408], [-1.030, 2.023, -1.476], [0.757, 2.624, -3.626], [-0.650, 1.620, -4.013], [2.219, 0.657, -4.116], [1.518, 1.561, -5.489], [0.201, -0.834, -4.466], [2.479, -1.485, -5.322], [2.001, -0.566, -6.754], [1.643, -2.743, -7.387], [0.043, -2.216, -7.035], [0.422, -4.433, -4.024], [-0.956, -3.648, -4.795], [0.297, -2.652, -3.996]],
  "forces_ev_per_a": [[-0.526, -0.061, 0.053], [0.296, -0.012, -0.340], [0.441, -0.256, -0.121], [0.100, 0.023, -0.193], [-0.243, 0.260, 0.038], [-0.023, -0.124, -0.119], [-0.099, -0.101, 0.279], [-0.038, -0.081, 0.260], [0.064, -0.005, -0.124], [0.050, 0.092, -0.075], [0.218, -0.049, 0.032], [0.077, 0.018, -0.125], [-0.061, 0.731, 0.324], [-0.236, -0.045, -0.120], [0.521, -0.788, -0.596], [-0.008, -0.813, -0.181], [0.082, -0.065, 0.098], [-0.067, 0.289, 0.129], [-0.026, 0.473, 0.274], [0.220, 0.032, -0.038], [-0.157, 0.118, 0.452], [-0.022, -0.043, 0.107], [-0.261, 0.106, -0.582], [0.352, -0.211, -0.134], [0.072, 0.048, 0.403], [-0.096, -0.001, -0.225], [-0.103, 0.033, 0.161], [0.051, 0.016, -0.194], [0.424, 0.127, -0.139], [-0.209, -0.154, 0.382], [-0.150, 1.270, -0.252], [-0.324, -0.274, 0.058], [0.196, -0.309, 0.032], [-0.229, -0.598, 0.086], [0.124, -0.023, 0.051], [0.025, 0.005, -0.245], [-0.435, 0.130, 0.897], [-0.114, 0.053, -0.061], [-0.069, -0.227, -0.415], [-0.169, 0.604, -0.802], [0.172, -0.128, 0.274], [0.017, 0.075, 0.106], [0.496, 0.073, 0.264], [-0.316, -0.218, 0.344], [-0.230, 0.544, 0.329], [-0.173, -0.031, 0.081], [0.379, 0.115, -0.238], [-0.486, 0.173, 0.515], [0.081, 0.006, -0.283], [-0.221, -0.005, 0.293], [-0.522, -0.533, -0.713], [0.254, 0.074, 0.317], [0.215, -0.325, -0.628], [0.079, -0.060, 0.000], [0.162, -0.285, -0.157], [0.009, -0.161, -0.238], [-0.067, -0.012, 0.157], [-0.002, -0.084, -0.072], [0.171, 0.055, -0.229], [0.108, -0.168, -0.136], [0.005, -0.051, 0.109], [0.050, 0.028, -0.029], [0.093, -0.012, -0.013], [0.185, 0.069, 0.157], [-0.069, 0.326, 0.318], [-0.057, 0.153, 0.243], [-0.008, 0.210, -0.102], [0.026, -0.015, 0.294]],
  "lowdin_charge": [-0.5831, -0.0568, -0.0905, -0.0014, -0.6687, 0.0261, 0.1508, 0.1722, 0.0503, 0.0946, 0.0834, 0.0694, -0.6648, -0.0015, 0.1574, 0.1487, 0.0980, 0.0530, 0.0740, 0.0924, -0.6692, 0.0180, 0.1580, 0.1290, 0.0778, 0.0697, 0.0818, 0.0874, -0.6719, -0.0115, 0.1674, 0.1369, 0.1012, 0.0432, 0.0841, 0.0902, -0.7039, -0.0109, 0.1693, 0.1620, 0.1054, 0.0523, 0.1013, 0.0410, -0.0975, -0.2148, -0.2264, -0.2203, -0.0594, -0.2193, -0.2272, -0.1946, -0.0849, 0.0945, 0.0738, 0.0777, 0.1196, 0.1308, 0.1165, 0.1189, 0.0816, 0.1156, 0.1190, 0.1184, 0.1247, 0.0916, 0.0906, 0.0592]
}

Entry 4:
{
  "formula": "CH8N2O",
  "method": "ωB97M-V/def2-TZVPD",
  "e_tot_ha": -227.4387,
  "relative_energy_kcal_mol": 127.0,
  "homo_energy_ev": -10.155,
  "gap_ev": 7.843,
  "spin_multiplicity": 1,
  "species": ["N", "H", "H", "H", "H", "N", "C", "O", "H", "H", "H", "H"],
  "coordinates": [[-0.458, -1.320, 2.038], [-1.231, -0.990, 1.469], [-0.471, -2.333, 2.007], [0.932, 1.995, 1.741], [0.312, -1.048, 1.427], [-1.060, 0.639, -1.311], [0.256, 0.707, -1.122], [1.051, -0.113, -0.525], [-1.497, -0.014, -0.652], [1.674, 1.980, 1.845], [0.236, 1.357, -0.166], [0.701, 1.255, -1.981]],
  "forces_ev_per_a": [[0.258, 0.421, -0.560], [-0.460, -0.293, 0.322], [-0.161, -0.025, 0.006], [0.236, 0.034, 0.139], [0.336, -0.152, 0.282], [-0.757, 1.083, 1.387], [0.991, -1.542, -2.903], [0.031, 0.273, 0.981], [0.101, -0.407, -0.214], [-0.276, -0.009, -0.112], [-0.507, 0.194, 0.252], [0.208, 0.424, 0.422]],
  "lowdin_charge": [0.0094, -0.0179, 0.0083, 0.0257, -0.0252, 0.1866, -0.6114, -0.0500, 0.0572, 0.0553, 0.2125, 0.1494]
}

Entry 5:
{
  "formula": "C2H2N3O",
  "method": "ωB97M-V/def2-TZVPD",
  "e_tot_ha": -316.4435,
  "total_charge": 1,
  "relative_energy_kcal_mol": 91.9,
  "homo_energy_ev": -14.817,
  "gap_ev": 8.134,
  "spin_multiplicity": 1,
  "species": ["C", "C", "N", "N", "N", "O", "H", "H"],
  "coordinates": [[0.452, -0.852, 0.016], [1.093, 1.212, -0.113], [-0.746, -1.193, 0.194], [-1.821, -0.600, 0.080], [-2.888, -0.320, -0.036], [0.404, 2.068, 0.087], [1.347, -1.547, 0.189], [2.159, 1.232, -0.416]],
  "forces_ev_per_a": [[2.591, 3.100, 0.332], [2.586, -3.986, -1.178], [1.846, -3.000, 0.558], [-2.256, 1.729, -0.682], [0.364, 0.010, 0.203], [-3.009, 2.373, 0.918], [-1.852, 0.383, -0.328], [-0.270, -0.609, 0.176]],
  "lowdin_charge": [0.1347, -0.0454, 0.0691, -0.0327, 0.4000, 0.2033, 0.1290, 0.1420]
}